# C19H26BF3O5

A 2-piece molecular cluster, C19H26BF3O5 overall (wB97M-V/def2-TZVPD, OMol25).

Properties
energy = -39191.0656 eV
SMILES = CCB(O)[C@H]1CC(=O)O[C@@H]1CCCc1ccccc1.CCOC(=O)C(F)(F)F

Last column: Löwdin charge in e.
CARTESIAN COORDINATES (ANGSTROEM)
C  -4.88570  -0.81056  3.29431  -0.1222
C  -4.75708  -1.85180  2.10817  -0.1512
B  -3.49524  -1.64624  1.14114  -0.3548
O  -2.77232  -2.83703  0.77550  0.0557
C  -2.98618  -0.26333  0.50654  -0.1242
C  -2.95366  1.05791  1.36412  -0.0500
C  -2.04862  2.01584  0.48373  -0.4274
O  -1.76330  3.16499  0.62101  0.1289
O  -1.53612  1.23371  -0.55789  -0.0017
C  -1.52526  -0.15316  -0.07990  -0.2559
C  -1.04597  -1.12629  -1.20089  -0.1063
C  0.46715  -1.54227  -0.95133  -0.1668
C  0.67276  -2.49359  0.30282  -0.1378
C  1.71449  -1.81189  1.26852  -0.2015
C  3.15898  -2.04436  1.13400  -0.0358
C  4.07719  -1.34990  2.02845  -0.0921
C  3.63830  -0.42995  3.06149  -0.0962
C  2.20534  -0.23338  3.22492  -0.0816
C  1.25913  -0.91765  2.33625  -0.0469
H  -3.88877  -0.37779  3.57577  0.0669
H  -5.53540  0.03602  2.93136  0.0757
H  -5.36098  -1.26954  4.19926  0.0748
H  -4.63250  -2.86817  2.58729  0.1030
H  -5.71175  -1.93894  1.50787  0.1132
H  -3.29448  -3.27888  0.07719  0.1152
H  -3.64999  0.03903  -0.36434  0.1695
H  -3.93069  1.48529  1.70830  0.1283
H  -2.32300  0.91927  2.28834  0.1299
H  -0.85936  -0.08206  0.81818  0.1297
H  -1.02394  -0.51693  -2.15190  0.1253
H  -1.71588  -1.99823  -1.38053  0.1113
H  1.04498  -0.59132  -0.79032  0.1143
H  0.84918  -2.03327  -1.89026  0.1142
H  -0.25129  -2.68944  0.89721  0.0983
H  1.09646  -3.46250  -0.08029  0.1122
H  3.54547  -2.72642  0.33721  0.1075
H  5.17119  -1.53234  1.91772  0.0941
H  4.30904  0.13878  3.74148  0.0944
H  1.79011  0.45911  3.99816  0.0963
H  0.17590  -0.72215  2.51464  0.0899
C  1.97665  4.01578  -2.11072  -0.0563
C  1.85623  3.68637  -3.58454  -0.1978
O  2.90600  2.79391  -4.00015  0.0288
C  2.71889  1.50148  -3.71302  -0.3840
O  1.76015  1.06351  -3.14556  0.1633
C  3.88035  0.66465  -4.25010  -0.5242
F  5.07645  1.20918  -3.96507  0.1591
F  3.81961  0.53861  -5.58951  0.1590
F  3.88955  -0.57520  -3.74286  0.1602
H  2.96991  4.41072  -1.88681  0.0830
H  1.22737  4.75244  -1.81881  0.0854
H  1.84106  3.12503  -1.49535  0.0768
H  1.97200  4.59555  -4.17530  0.1244
H  0.87753  3.26738  -3.82548  0.1261

# C4H5NO2

C4H5NO2 as an isolated structure (wB97M-V/def2-TZVPD, OMol25).

Properties
energy = -9810.5854 eV
energy above the lowest of the compared OMol25 structures with the same formula, charge and spin = 359.8 kJ/mol

Last column: Löwdin charge in e.
CARTESIAN COORDINATES (ANGSTROEM)
C  1.14667  1.31957  -0.14230  -0.5397
C  -0.69720  -0.99814  -0.00496  -0.1872
C  2.16710  0.22327  0.07887  -0.0836
C  -2.06408  -0.32906  0.06197  0.0043
N  0.75953  0.23666  0.52529  0.0602
O  0.76294  2.40740  -0.41216  0.0867
O  -0.31378  -1.97049  -0.52923  0.1626
H  2.57654  -0.37180  -0.77194  0.0916
H  2.91050  0.10719  1.00322  0.1231
H  -1.97693  0.78801  0.23222  0.1141
H  -2.69685  -0.83049  0.80050  0.0916
H  -2.57445  -0.58212  -0.84148  0.0763

Calculated values (eV) of orbital gap for the records, taken in order: 9.0; 9.2.
Calculated values (eV) of lowest unoccupied orbital energy for the records, taken in order: 0.22; 0.12.